Record 1
Computed, not measured: a structure of composition C15H19Br3F5N3O4P in a non-equilibrium geometry, with ωB97M-V/def2-TZVPD.

XYZ file:
```
50
C15H19Br3F5N3O4P | OMol25 | ωB97M-V/def2-TZVPD
Br -3.83 0.31 6.41
Br -4.65 -1.50 3.89
Br -2.44 0.80 3.56
P -0.01 -1.55 -0.78
F -6.64 -0.13 -0.57
F -0.71 0.90 1.43
F 0.05 2.30 -0.11
F -5.53 0.53 1.30
F -5.18 -1.46 0.44
O -0.34 -1.56 -2.40
O 4.14 3.48 -0.74
O 1.26 -2.63 -0.60
O -1.12 -2.08 0.04
N 2.92 0.50 -0.46
N 1.42 1.02 -2.29
N 0.62 -0.02 -0.19
C 4.10 1.06 -1.18
C -1.73 0.88 -0.77
C 3.23 -0.07 0.90
C -0.43 0.99 0.07
C -3.14 1.07 -2.91
C -5.47 -0.14 0.10
C 3.47 -2.52 1.81
C -4.25 0.35 -0.76
C 1.72 0.50 -0.96
C 3.87 -1.51 0.66
C 4.58 2.40 -0.45
C -1.86 1.19 -2.19
C -4.05 0.24 4.49
C -4.35 0.66 -2.19
C -2.96 0.45 -0.08
H 2.64 -2.11 2.44
H 4.96 0.33 -1.10
H -5.32 0.56 -2.73
H 2.34 -0.07 1.57
H 0.46 -1.34 -2.92
H -2.94 0.20 1.01
H 3.92 1.22 -2.27
H -0.99 1.53 -2.79
H 4.37 -2.66 2.47
H 4.02 0.54 1.42
H -3.16 1.32 -4.00
H 3.63 -1.89 -0.37
H 5.34 2.27 0.38
H 3.16 -3.54 1.45
H 2.08 0.61 -2.96
H 5.00 -1.42 0.68
H 1.57 2.04 -2.26
H -4.83 0.96 4.23
H 1.10 -3.00 0.29
```

Maximum force   4.18 eV/A
LUMO   -4.90 eV
HOMO energy   -0.4332 hartree
Frontier orbital gap   0.2532 Eh
Charge   +1

Record 2
Computed, not measured: a structure of composition C15H19CdCl5NO4PSi in a non-equilibrium geometry, with ωB97M-V/def2-TZVPD.

XYZ file:
```
47
C15H19CdCl5NO4PSi | OMol25 | ωB97M-V/def2-TZVPD
Cd -1.09 1.19 0.08
Cl -0.93 4.80 1.23
Cl -0.29 4.65 -2.01
Cl -5.13 -1.27 2.47
Cl -3.42 4.17 -0.91
Cl -5.63 -4.08 -2.03
P 1.49 0.41 0.82
Si -1.45 3.70 -0.52
O 2.17 0.62 2.23
O -3.03 0.30 0.97
O 1.44 -1.21 0.59
O 2.69 0.92 -0.14
N -2.05 -0.36 -1.56
C 1.88 -2.22 1.57
C 2.85 0.92 -1.54
C -3.53 -0.65 0.30
C -5.26 -2.43 0.10
C -4.88 -2.71 -1.20
C -2.39 -1.38 -3.69
C -1.72 -0.49 -2.80
C -3.43 -2.10 -3.16
C -3.11 -1.03 -1.01
C 3.37 -2.49 1.51
C 4.22 1.51 -1.86
C -3.84 -1.96 -1.80
C 1.99 2.38 3.96
C 2.67 1.99 2.65
C -4.58 -1.47 0.85
H 2.01 1.52 4.68
H 3.88 -1.54 1.54
H -6.09 -3.05 0.51
H -3.91 -2.84 -3.79
H -0.91 0.06 -3.21
H 2.36 2.73 1.91
H 1.27 -3.14 1.39
H 4.31 2.48 -1.46
H 0.96 2.60 3.78
H 2.07 1.50 -2.02
H 4.30 1.54 -2.95
H 3.74 1.99 2.74
H 3.68 -3.12 2.36
H 2.47 3.24 4.42
H 3.59 -2.98 0.54
H 5.00 0.82 -1.45
H 1.58 -1.88 2.59
H 2.77 -0.12 -1.97
H -2.07 -1.50 -4.70
```

Maximum force   2.45 eV/A
LUMO   -0.03 eV
HOMO energy   -0.2673 hartree
Frontier orbital gap   0.2662 Eh